Below is an isolated molecule of C20H27N3O3, with properties calculated with wB97M-V/def2-TZVPD.

## Properties
- total charge = 0
- energy relative to the best compared isomer or geometry (same formula, charge and spin) (kcal/mol) = 92.3
- Kohn-Sham gap (Ha) = 0.33595
- strongest force on any atom (hartree/bohr) = 0.022
- SMILES string = CCN1CCC[C@@H]1CNC(=O)c1cc(COc2ccc(C)c(C)c2)on1
- spin multiplicity = 1

Last columns: bonded neighbours and bond lengths (Å).
Geometry (Å):
1 O -0.24 -1.47 2.80  C26 1.216
2 O -2.69 0.82 -1.80  C12 1.403, C24 1.371
3 O 0.35 1.85 -0.20  N5 1.350, C8 1.345
4 N 4.32 -0.30 3.09  C9 1.463, C13 1.458, C19 1.446
5 N 0.93 1.27 0.87  O3 1.350, C14 1.312
6 N 1.54 -0.10 3.14  C11 1.439, C26 1.346, H49 1.010
7 C -1.06 0.30 0.52  C8 1.364, C14 1.418, H52 1.068
8 C -0.85 1.27 -0.42  O3 1.345, C7 1.364, C12 1.490
9 C 3.55 -1.41 3.65  N4 1.463, C11 1.541, C15 1.539, H46 1.097
10 C 6.64 -0.83 3.97  C19 1.534, H29 1.087, H40 1.087, H51 1.088
11 C 2.19 -0.88 4.16  N6 1.439, C9 1.541, H35 1.092, H38 1.094
12 C -1.67 1.76 -1.56  O2 1.403, C8 1.490, H28 1.103, H30 1.101
13 C 4.57 -0.58 1.68  N4 1.458, C22 1.530, H42 1.097, H50 1.090
14 C 0.11 0.35 1.32  N5 1.312, C7 1.418, C26 1.488
15 C 3.37 -2.44 2.52  C9 1.539, C22 1.526, H27 1.090, H32 1.088
16 C -6.53 1.51 -5.90  C21 1.498, H34 1.087, H36 1.090, H44 1.090
17 C -6.53 -0.86 -4.18  C20 1.498, H31 1.089, H43 1.089, H53 1.086
18 C -4.55 0.09 -3.01  C20 1.382, C24 1.393, H33 1.079
19 C 5.45 0.14 3.88  N4 1.446, C10 1.534, H47 1.094, H48 1.094
20 C -5.51 0.21 -3.99  C17 1.498, C18 1.382, C21 1.400
21 C -5.50 1.34 -4.82  C16 1.498, C20 1.400, C23 1.384
22 C 4.48 -2.10 1.53  C13 1.530, C15 1.526, H39 1.091, H45 1.088
23 C -4.53 2.31 -4.62  C21 1.384, C25 1.386, H37 1.081
24 C -3.58 1.07 -2.81  O2 1.371, C18 1.393, C25 1.386
25 C -3.57 2.19 -3.62  C23 1.386, C24 1.386, H41 1.079
26 C 0.44 -0.51 2.48  O1 1.216, N6 1.346, C14 1.488
27 H 2.40 -2.31 2.05  C15 1.090
28 H -2.10 2.74 -1.30  C12 1.103
29 H 7.08 -1.00 2.99  C10 1.087
30 H -1.03 1.89 -2.44  C12 1.101
31 H -6.47 -1.28 -5.18  C17 1.089
32 H 3.44 -3.46 2.89  C15 1.088
33 H -4.53 -0.77 -2.36  C18 1.079
34 H -6.37 2.44 -6.44  C16 1.087
35 H 1.53 -1.70 4.43  C11 1.092
36 H -6.47 0.68 -6.61  C16 1.090
37 H -4.52 3.19 -5.25  C23 1.081
38 H 2.36 -0.24 5.04  C11 1.094
39 H 5.42 -2.57 1.83  C22 1.091
40 H 7.40 -0.40 4.62  C10 1.087
41 H -2.84 2.97 -3.51  C25 1.079
42 H 3.79 -0.10 1.09  C13 1.097
43 H -7.54 -0.46 -4.05  C17 1.089
44 H -7.53 1.51 -5.48  C16 1.090
45 H 4.25 -2.40 0.51  C22 1.088
46 H 4.07 -1.86 4.50  C9 1.097
47 H 5.08 0.35 4.89  C19 1.094
48 H 5.79 1.09 3.45  C19 1.094
49 H 2.09 0.65 2.73  N6 1.010
50 H 5.53 -0.17 1.37  C13 1.090
51 H 6.33 -1.78 4.38  C10 1.088
52 H -1.90 -0.35 0.63  C7 1.068
53 H -6.39 -1.66 -3.46  C17 1.086